# C42H53NO11S

A cluster of 4 separate species, C42H53NO11S in total in a non-equilibrium geometry (ωB97M-V/def2-TZVPD, the Open Molecules 2025 dataset).

Geometry as XYZ:
```
108
Properties=species:S:1:pos:R:3:forces:R:3:mulliken_charge:R:1
C -7.15061 -0.51544 0.95737 1.0 0.5 -0.7 -0.732
C -6.07699 -0.51135 -0.02690 -0.6 0.2 0.4 -0.173
C -5.95345 0.57750 -1.21195 1.3 0.3 1.0 -0.616
C -4.56659 0.52430 -1.99695 2.0 -0.5 -2.5 0.443
C -4.65276 0.20676 -3.53563 3.9 0.6 1.8 -0.955
C -3.33270 0.13382 -4.33886 0.1 0.6 3.7 -0.780
C -1.95418 0.34815 -3.63647 -2.6 0.2 0.9 0.623
C -0.64364 0.20257 -4.55215 -1.6 -0.4 0.2 -0.839
O 0.22581 -0.83114 -4.04005 -0.7 0.2 -0.4 -0.338
C -0.49433 -2.04564 -3.71851 0.5 -1.2 0.6 -0.326
C 0.43449 -3.37572 -3.79822 -1.5 0.3 -0.7 -0.088
C -0.46887 -4.55675 -3.12859 0.4 1.3 0.1 -0.826
C -1.82546 0.65271 -2.09201 -3.7 -0.9 -2.9 0.261
C -3.16187 0.72976 -1.31861 0.2 -0.5 -2.7 0.317
S -3.16626 1.04118 0.49216 1.1 0.1 -0.7 -0.476
C -1.40110 1.42147 0.88225 3.2 0.5 0.1 0.893
C -1.05688 1.89678 2.32067 2.8 -0.3 -2.3 -1.896
C 0.41186 2.22618 2.76325 -1.8 -1.1 -3.2 1.208
C 0.61065 2.72681 4.26596 0.4 -0.3 -0.7 -0.706
C 1.63586 1.85795 5.13845 -0.6 -0.1 1.2 -0.384
C 1.05426 0.38761 5.54773 0.8 1.0 -0.2 -0.764
C 1.31551 -0.73284 4.42518 -0.5 -0.5 0.2 -0.328
C -0.05473 -1.25853 3.72870 1.3 -0.1 -0.8 0.254
C 0.02672 -2.79356 3.24479 -1.0 0.3 -0.3 -1.258
C 1.52614 2.06809 1.69035 -2.4 -0.3 -0.8 0.695
C 3.06862 2.40378 2.03107 -0.4 0.2 0.6 -0.962
C 3.32853 3.82155 2.73309 1.1 2.9 2.5 0.539
C 4.25933 3.83774 3.99742 -1.1 3.2 -0.4 -0.659
C 4.57022 5.15761 4.78425 -2.2 0.7 -2.7 -0.652
C 3.94786 6.52468 4.34830 -1.0 -3.6 -2.6 -0.491
C 3.03770 6.51986 3.08304 1.6 -3.0 1.4 -0.657
C 2.74301 5.19269 2.29163 1.6 0.2 1.8 0.876
C 1.82068 5.31337 1.00205 -0.1 0.5 0.7 -0.659
C 1.16363 1.59344 0.25413 -1.8 0.4 2.0 0.017
O 2.22635 1.43693 -0.70815 -1.6 1.1 1.2 -0.597
C -0.31470 1.25267 -0.20363 1.9 1.2 4.0 -0.548
N -0.45597 0.78062 -1.58452 -2.0 1.8 0.9 0.206
H -8.08918 -1.17058 0.83334 2.4 -0.3 1.3 0.250
H -7.03190 0.15728 1.88354 -1.3 0.4 -2.3 0.214
H -5.25534 -1.31654 0.03195 -2.1 0.1 -1.5 0.363
H -6.80030 0.30375 -1.95137 1.5 0.3 1.2 0.323
H -6.19013 1.65004 -0.86842 0.3 -1.4 -0.3 0.296
H -5.64415 0.01571 -4.07682 1.6 0.4 1.1 0.201
H -3.37085 -0.12080 -5.45980 0.2 0.5 2.0 0.219
H -0.14264 1.23080 -4.63841 -0.2 -1.8 0.3 0.326
H -0.98145 -0.13468 -5.60420 0.3 0.8 1.5 0.377
H -1.37252 -2.25302 -4.44271 1.2 0.6 1.2 0.246
H -0.85227 -1.95919 -2.62976 0.1 -0.1 -1.6 0.107
H 1.44094 -3.25210 -3.27565 -1.4 -0.1 -0.7 0.086
H 0.57497 -3.57584 -4.92846 0.1 0.2 1.8 0.264
H -0.11693 -5.58924 -3.46083 -0.6 1.4 0.7 0.268
H -1.58766 -4.38586 -3.37574 1.9 -0.4 0.1 0.233
H -0.39097 -4.40591 -1.99052 -0.1 -0.6 -1.7 0.244
H -1.89428 2.00458 3.08327 1.2 -0.2 -1.2 0.167
H 0.97037 3.81337 4.21366 -0.5 -1.5 0.2 0.238
H -0.40542 2.70254 4.80909 1.5 0.1 -1.0 0.429
H 1.74793 2.41380 6.14957 -0.1 -0.7 -1.7 0.336
H 2.68888 1.78511 4.70749 -1.6 0.1 0.4 -0.056
H 1.61724 0.11160 6.51969 -1.1 0.3 -1.5 0.339
H -0.06692 0.57109 5.76991 1.8 -0.7 -0.3 0.305
H 2.03953 -0.30843 3.63979 -1.2 -0.6 1.0 0.038
H 1.84280 -1.65868 4.87337 -0.8 1.5 -0.5 0.502
H -0.16141 -0.63007 2.76303 -0.3 -0.9 1.7 -0.306
H -0.93722 -1.11579 4.44380 1.2 -0.1 -1.1 0.330
H 0.00896 -3.53275 4.11445 0.2 1.0 -1.1 0.359
H -0.93599 -2.98380 2.62662 1.5 0.2 1.0 0.307
H 0.90673 -3.00477 2.54303 -1.1 0.4 1.2 0.281
H 3.77520 2.33014 1.13418 -1.3 0.0 1.1 0.335
H 3.41249 1.58203 2.77058 -0.4 1.4 -1.2 0.292
H 4.74443 2.88205 4.42314 -1.0 1.6 -1.0 0.276
H 5.25724 5.19440 5.70135 -1.2 -0.4 -1.6 0.292
H 4.14504 7.51091 4.89489 -0.3 -1.8 -0.8 0.320
H 2.56430 7.50753 2.72942 0.8 -1.9 0.5 0.267
H 2.28348 4.82956 0.06670 -0.7 0.7 1.5 0.127
H 0.80180 4.84430 1.22964 1.4 0.5 -0.5 0.093
H 1.61468 6.43085 0.79018 0.4 -1.8 0.3 0.406
H 2.77064 2.26622 -0.72827 -0.8 -1.0 0.2 0.358
H -0.01138 1.51600 -2.17632 0.0 -1.1 0.4 0.315
C -1.36607 -6.89916 0.39144 -0.5 0.5 0.5 -0.229
C -0.63756 -8.16100 0.74162 0.1 -0.4 0.8 -0.385
O -0.45016 -8.78380 -0.52116 -0.1 0.4 -0.4 -0.336
C -0.49739 -7.80255 -1.46314 0.3 -0.2 -1.0 0.606
O -0.21031 -7.95820 -2.61580 -0.2 0.1 0.9 -0.511
O -0.91165 -6.62151 -0.92624 0.2 -0.6 -0.1 -0.213
H -1.12462 -6.07679 1.06680 0.0 0.0 -0.2 0.217
H -2.45141 -7.03407 0.36978 0.1 0.0 0.0 0.261
H 0.34164 -7.96857 1.18992 -0.1 0.0 0.0 0.265
H -1.21313 -8.80309 1.41003 0.1 -0.1 -0.2 0.309
C -2.27885 5.30285 -1.09318 -0.6 -1.1 0.0 0.147
C -2.15850 6.12838 -2.33488 -0.1 -0.2 -0.8 -0.380
O -1.92340 7.43333 -1.82432 0.2 -0.1 0.6 -0.332
C -1.39448 7.28219 -0.57554 0.4 0.9 0.6 0.626
O -0.92188 8.17274 0.07129 -0.4 -0.8 -0.6 -0.543
O -1.47456 5.98688 -0.15980 0.3 0.9 -0.1 -0.258
H -1.91804 4.28168 -1.22914 0.0 0.1 0.2 -0.061
H -3.30444 5.27104 -0.71408 0.0 0.0 0.0 0.203
H -1.30649 5.83218 -2.95416 0.0 0.0 0.0 0.291
H -3.06375 6.10297 -2.94338 0.1 0.2 0.1 0.325
C 3.62655 -5.71053 -4.21041 -0.8 -0.3 0.2 -0.118
C 4.22409 -4.37966 -3.86715 -0.4 0.7 0.4 -0.216
O 5.61346 -4.58764 -4.07841 0.1 -0.5 -0.3 -0.355
C 5.73484 -5.62011 -4.95811 1.0 -0.3 -0.5 0.562
O 6.76216 -5.94592 -5.47972 -0.9 0.3 0.4 -0.523
O 4.53724 -6.23275 -5.16820 0.5 0.3 0.1 -0.332
H 2.62515 -5.62145 -4.63447 0.2 -0.1 -0.1 0.194
H 3.58955 -6.38735 -3.35173 0.0 0.0 0.0 0.202
H 3.88011 -3.58242 -4.53284 0.0 -0.1 0.0 0.277
H 4.02700 -4.08891 -2.83404 0.2 0.0 -0.1 0.318
```
Forces are in eV/Å.

Results
SMILES: C=CCc1ccc(COCCC)c2c1Sc1cc(CCCCCC)c(Cc3ccccc3C)c(O)c1N2.O=C1OCCO1.O=C1OCCO1.O=C1OCCO1
Net charge: 0
E_LUMO in eV: -0.81
HOMO level in eV: -7.5518
DFT total energy in eV: -79243.280